Version 1
10
Properties=species:S:1:pos:R:3 method="wB97M-V/def2-TZVPD" homo_lumo_gap_ev="7.72 / 7.74" multiplicity=1 charge=+1
C 0.7536 1.0377 -0.1486
C -0.7270 -0.9270 -0.1018
C 1.5048 -0.0873 0.1963
C -0.4766 1.4280 0.0083
N 0.6165 -0.9600 0.1997
O -1.3882 0.2387 0.3097
H -0.7426 -1.0585 -1.2845
H -1.0347 -1.7793 0.4974
H 2.5305 -0.2153 0.3407
H -1.0363 2.3230 -0.0173



Version 2
10
Properties=species:S:1:pos:R:3 method="wB97M-V/def2-TZVPD" homo_lumo_gap_ev=9.50 multiplicity=1 charge=+1
C -0.6367 -0.2341 -0.0655
C -0.8185 -2.5325 0.1184
C 0.2241 -1.4841 0.0760
C -0.8471 1.1757 0.1001
N -1.8499 0.0554 -0.1616
O -1.6516 -3.2333 0.2630
H 0.8090 -1.7557 -0.8110
H 0.8432 -1.1608 0.9998
H -0.8432 1.5608 1.0302
H -0.5312 1.8883 -0.6720



Version 3
10
Properties=species:S:1:pos:R:3 method="wB97M-V/def2-TZVPD" homo_lumo_gap_ev=9.59 multiplicity=1 charge=+1 smiles="C=[N+]1C=C1C=O"
C 1.1591 -0.2882 0.1467
C -1.1399 0.6546 -0.1097
C 0.9908 -0.4744 -1.1442
C 0.9709 -0.7772 1.5206
N -0.0327 0.2798 -0.5362
O -0.2413 -0.7207 1.7323
H -1.8189 0.9971 -0.8830
H -1.3906 1.2464 0.7858
H 1.3014 -0.6213 -2.1282
H 1.8191 -1.2364 2.0125



The structure with the most favorable energy is version 2; the runner-up is 0.0568 hartree above it.



Version 1
13
Properties=species:S:1:pos:R:3 method="wB97M-V/def2-TZVPD" homo_lumo_gap_ev="7.63 / 7.63" multiplicity=1 charge=0
C -1.7689 1.9908 -0.1073
C 1.1690 -1.0477 -0.4020
N 2.0902 -0.1833 0.0356
O -0.5571 -0.6153 1.4876
O -1.6669 -1.2937 -0.6849
S -0.6832 -0.3357 -0.1112
H -2.5592 2.0423 -0.8427
H -1.1510 2.8380 -0.5934
H 0.9708 -1.9805 0.3039
H 1.1126 -1.3005 -1.4119
H 2.1958 -0.0999 1.0146
H 2.3466 0.6057 -0.5337
H -1.4986 -0.6205 1.8454



Version 2
13
Properties=species:S:1:pos:R:3 method="wB97M-V/def2-TZVPD" homo_lumo_gap_ev=9.01 multiplicity=1 charge=0
C -1.7528 0.0009 0.1724
C -0.4883 -0.8171 0.4035
N 1.8283 1.6719 -0.3000
O 2.1174 -0.8262 -0.2107
O -0.3136 -1.7464 -0.5136
S 1.3330 0.1747 0.5201
H -2.6245 -0.4366 0.8123
H -1.9465 -0.1161 -0.9006
H -1.4695 1.0382 0.4310
H -0.3430 -1.0205 1.5553
H 1.8051 1.8920 -1.3641
H 1.2018 2.2623 0.0510
H 0.6528 -2.0771 -0.6566



The structure with the most favorable energy is version 2; the runner-up is 0.1204 hartree above it.



Version 1
13
Properties=species:S:1:pos:R:3 method="wB97M-V/def2-TZVPD" homo_lumo_gap_ev=9.65 multiplicity=1 charge=0 smiles="NOSO.C=C"
C 0.7602 0.8756 -1.5832
C 2.0236 0.9866 -1.2808
N -2.3662 -1.5546 0.6690
O 0.6336 -0.4687 1.5893
O -1.5919 -0.3695 0.6986
S -0.8172 0.1723 2.0215
H 1.2365 0.1502 1.1445
H 0.3546 0.5344 -2.6076
H 0.0285 1.0852 -0.8580
H 2.8810 0.7151 -1.9258
H 2.3490 1.1711 -0.2026
H -2.1363 -2.0593 1.5982
H -3.3555 -1.2384 0.7369



Version 2
13
Properties=species:S:1:pos:R:3 method="wB97M-V/def2-TZVPD" homo_lumo_gap_ev=9.29 multiplicity=1 charge=0
C 0.5779 -0.7524 1.0743
C -0.7680 -0.2465 0.5216
N 0.6657 -0.0383 -1.7811
O 0.3801 2.0726 -0.2978
O -1.5033 0.4066 1.5094
S -0.3775 0.9804 -0.9873
H 0.3973 -0.9859 2.1369
H 1.2353 -0.0009 0.7480
H 0.8555 -1.6873 0.5931
H -1.3361 -0.8996 -0.1301
H 1.0963 0.5973 -2.4124
H 0.1607 -0.8145 -2.2381
H -1.3838 1.3686 1.2632



The structure with the most favorable energy is version 2; the runner-up is 0.0818 hartree above it.



Version 1
29
Properties=species:S:1:pos:R:3 method="wB97M-V/def2-TZVPD" homo_lumo_gap_ev=9.23 multiplicity=1 charge=0
C 1.1407 2.5490 0.8340
C 1.5843 1.3011 1.2090
C 1.8703 1.6522 -0.8944
C -1.1503 -1.1258 0.4723
C 2.4468 -0.6804 -0.0098
C -1.0001 -0.0458 -1.6071
C -0.4241 -1.3483 -1.9758
C -1.6941 -0.1282 -0.2443
C -1.2989 -1.7073 1.8534
C -2.6433 1.0169 -0.0227
N 1.3859 2.7727 -0.5140
N 2.0810 0.7394 0.1123
O 1.5035 -1.4536 0.5349
O 0.1144 -3.3517 -0.4486
S 0.0158 -1.9160 -0.4754
H 0.8519 3.4057 1.3687
H 1.3314 0.8112 2.0781
H 2.0010 1.3229 -1.9151
H 3.4007 -0.7735 0.6425
H -0.2963 0.7820 -1.4385
H -1.7672 0.1818 -2.2971
H 0.4162 -1.4340 -2.5601
H 2.7733 -0.8599 -1.0023
H -1.9281 -1.2664 2.5937
H -0.2929 -1.5794 2.2354
H -1.6541 -2.7003 1.5547
H -3.0270 1.0642 1.0458
H -3.6127 0.8314 -0.6955
H -2.1281 1.9402 -0.4342



Version 2
29
Properties=species:S:1:pos:R:3 method="wB97M-V/def2-TZVPD" homo_lumo_gap_ev=8.97 multiplicity=1 charge=0 smiles="CN[C@@H]1Cc2ccccc2N1S(C)(=O)=O"
C 2.3108 -1.3250 -2.4075
C 1.3789 -0.5000 -3.0162
C 2.3540 -1.4702 -1.0423
C 0.3307 -0.0132 -2.2664
C 1.4244 -0.7763 -0.2410
C 0.3944 -0.0828 -0.8629
C 1.2115 -0.8762 1.2983
C 0.1254 0.2227 1.6398
C -0.4260 2.3533 2.6734
C -2.6347 -1.0575 -0.7099
N -0.3723 0.6164 0.0088
N 0.5538 1.2540 2.3789
O -2.2433 1.6482 -1.3427
O -2.8116 0.8045 0.8508
S -2.0359 0.6546 -0.3299
H 3.1636 -1.8905 -2.8674
H 1.5781 -0.4412 -4.0336
H 3.0485 -2.0678 -0.5741
H -0.4891 0.6277 -2.5642
H 0.7496 -1.7489 1.4869
H 2.0269 -0.5878 1.8482
H -0.6848 -0.3162 2.0946
H -1.1409 1.9637 3.2404
H -0.0632 3.1885 3.1091
H -0.9952 2.6286 1.8540
H -2.4362 -1.5215 -1.7209
H -2.1032 -1.7400 -0.0596
H -3.7021 -0.9743 -0.4994
H 1.4882 1.4272 2.0550



Version 3
29
Properties=species:S:1:pos:R:3 method="wB97M-V/def2-TZVPD" homo_lumo_gap_ev="7.79 / 6.95" multiplicity=1 charge=0
C -4.3629 0.4322 -0.4627
C -4.0777 0.5316 0.8613
C -3.5602 -0.3840 -1.3467
C -2.8823 0.0252 1.4089
C -2.5203 -1.0044 -0.8212
C -2.0932 -0.7248 0.5247
C 3.0147 -0.7770 -0.9163
C 1.3595 1.1462 -0.7149
C 1.7444 -0.2795 1.2942
C 1.6471 -0.2993 -0.1996
N -1.0216 -1.3338 1.0473
N 0.5346 -1.0773 -0.7092
O -0.8093 -3.2419 -0.5690
O 0.9581 -2.9573 1.0952
S 0.0224 -2.3632 0.1865
H -5.3071 0.8244 -0.6523
H -4.7104 1.0998 1.5053
H -3.7258 -0.5375 -2.4071
H -2.4319 0.2864 2.2599
H -1.8076 -1.4027 -1.5069
H 3.3230 -1.7426 -0.4540
H 2.7591 -0.9236 -1.9727
H 3.8999 -0.1378 -0.7750
H 2.3163 1.6014 -1.0282
H 0.8985 1.7142 0.1339
H 0.6403 0.9063 -1.5425
H 1.9215 -1.2557 1.7269
H 2.4714 0.4598 1.6689
H 0.8551 0.0896 1.6816



The structure with the most favorable energy is version 2; the runner-up is 0.0739 hartree above it.



Version 1
9
Properties=species:S:1:pos:R:3 method="wB97M-V/def2-TZVPD" homo_lumo_gap_ev=9.88 multiplicity=1 charge=+1
C 3.4766 -0.0699 0.0720
C -1.0955 -0.6292 -0.2116
C -1.9104 0.3210 -0.0542
O 4.5250 0.2402 -0.2386
O -2.6229 1.2995 0.0121
O 2.4092 -0.3802 0.3684
H -1.2633 -1.4378 -0.9162
H -0.1479 -0.7153 0.3215
H -3.3706 1.3716 0.6466



Version 2
9
Properties=species:S:1:pos:R:3 method="wB97M-V/def2-TZVPD" homo_lumo_gap_ev=10.28 multiplicity=1 charge=+1
C 0.0443 -0.3279 -0.9140
C -0.8076 1.3418 0.1153
C 0.3941 -0.4775 0.3921
O -0.6988 0.8047 -1.0377
O -0.2141 0.7025 1.0534
O 1.0357 -1.2859 1.1557
H 0.2434 -0.9213 -1.7863
H -1.3504 2.2628 0.2969
H 1.3533 -2.0993 0.7246



The structure with the most favorable energy is version 2; the runner-up is 0.0131 hartree above it.



Version 1
26
Properties=species:S:1:pos:R:3 method="wB97M-V/def2-TZVPD" homo_lumo_gap_ev="5.43 / 5.45" multiplicity=1 charge=0
C -2.3924 -0.3231 -0.5705
C -1.5141 0.3584 0.2072
C -2.0566 -1.6561 -0.9464
C -0.3104 -1.7504 0.5728
C 0.9481 2.0195 -0.7675
C 2.2129 1.4825 -1.3456
C 0.6514 0.6166 1.1160
C 1.7073 0.1625 2.2094
N -1.1025 -2.3328 -0.3571
N -0.3514 -0.1443 0.6400
N -2.6989 -2.2327 -1.9276
O 0.4569 -2.2326 1.3945
O 0.9757 1.7940 0.6284
O 0.9836 -0.0748 3.3734
S 1.9564 -0.3226 -1.5773
H -3.4297 -0.1002 -0.9297
H -1.6660 1.4052 0.5216
H 0.8768 3.0901 -0.9994
H 0.1061 1.4766 -1.1126
H 2.4115 1.9440 -2.2902
H 2.8990 1.7220 -0.5725
H 2.3747 1.0836 2.5189
H 2.3663 -0.6002 1.8444
H -3.4010 -1.6405 -2.2487
H -2.3211 -3.0164 -2.5178
H 0.3172 -0.7285 3.1363



Version 2
26
Properties=species:S:1:pos:R:3 method="wB97M-V/def2-TZVPD" homo_lumo_gap_ev=9.57 multiplicity=1 charge=0
C 3.9329 -0.9455 -0.2633
C 3.0659 -1.3203 0.7965
C 3.5357 0.1295 -1.0806
C 1.7795 -0.8071 0.8194
C 2.3058 0.6813 -1.0700
C 1.3388 0.1887 -0.0995
C -0.9866 -0.0489 0.1286
C -2.3631 1.8336 0.7186
N 0.0407 0.7150 0.0172
N -2.2103 0.4115 0.5511
N -0.9515 -1.3650 -0.0325
O -3.5256 -1.7101 -0.0298
O -3.5991 0.2992 -1.4498
O -4.7293 0.3029 0.6982
S -3.7392 -0.2556 -0.1569
H 4.9294 -1.5476 -0.2786
H 3.0848 -2.2418 1.3312
H 4.2371 0.5635 -1.7857
H 1.1225 -1.1801 1.5342
H 2.2050 1.4126 -1.8864
H -2.3479 2.4614 -0.3105
H -3.3859 2.1033 1.2143
H -1.6042 2.2028 1.2615
H -0.1638 1.6572 -0.0631
H -0.0748 -1.8434 -0.2450
H -1.8968 -1.6971 -0.3191



The structure with the most favorable energy is version 2; the runner-up is 0.0956 hartree above it.